# 1
A 6-piece molecular cluster, C41H68BrNO11S overall at a distorted geometry. Source: OMol25; level of theory: the ωB97M-V functional and the def2-TZVPD basis.

The geometry in XYZ format:
```
123
Properties=species:S:1:pos:R:3:forces:R:3:lowdin_charge:R:1
C -0.830 1.137 4.911 -0.2 -0.2 -0.1 0.02
C 0.300 0.351 4.269 1.4 1.2 0.6 -0.51
O 1.449 0.619 4.570 -1.0 -0.8 -0.4 0.10
O -0.014 -0.597 3.352 -0.8 0.0 0.6 -0.02
C 0.500 -1.907 3.659 1.0 -0.2 0.4 -0.15
C 1.499 -2.417 2.616 -0.7 -0.8 0.0 -0.13
C 0.826 -3.241 1.480 -0.1 0.4 0.0 -0.15
C 0.958 -2.585 0.080 0.3 0.2 0.9 -0.10
C 0.441 -1.156 0.181 0.3 -1.3 -0.7 -0.11
C 1.315 -0.070 0.140 0.2 -0.7 0.1 -0.20
C 2.796 -0.266 -0.056 -0.1 -0.2 -0.4 -0.03
C 0.781 1.185 0.255 1.0 1.4 0.1 -0.02
C -0.554 1.414 0.441 -0.5 0.6 -0.1 0.00
C -1.390 0.338 0.485 -1.6 -0.3 0.2 -0.11
C -0.921 -0.950 0.337 0.0 -0.5 0.0 -0.04
C -1.941 -2.072 0.356 0.2 0.0 -0.2 -0.24
O -1.918 -2.996 -0.434 -0.1 0.4 0.5 0.13
C -3.014 -1.898 1.416 1.1 -0.1 -1.1 -0.03
C -3.505 -2.958 2.153 0.2 -0.7 -0.3 -0.12
C -2.994 -4.350 1.855 0.0 0.0 0.1 0.00
C -4.463 -2.678 3.122 0.4 -0.9 0.0 -0.16
C -5.019 -3.829 3.924 -0.1 0.6 0.4 -0.19
O -6.140 -4.332 3.159 0.6 -0.1 -0.3 -0.10
N -6.374 -5.702 3.414 -0.8 0.1 0.5 -0.02
O -6.661 -5.898 4.532 0.5 -0.2 -0.2 0.08
C -4.880 -1.371 3.320 -0.4 -0.3 1.1 -0.42
S -6.091 -1.088 4.630 -0.1 0.3 0.1 0.81
C -4.400 -0.328 2.554 -0.6 1.3 0.1 -0.17
C -4.866 1.104 2.776 0.1 -0.5 0.1 -0.22
C -5.943 1.576 1.766 1.0 0.2 0.4 -0.72
C -5.777 3.076 1.517 -0.1 -0.2 0.3 -0.14
Br -7.717 1.145 2.476 0.0 0.1 -0.3 0.67
C -3.454 -0.604 1.583 0.0 0.4 -0.2 -0.03
C -2.864 0.472 0.699 -0.2 0.2 -0.2 -0.23
O -3.541 1.348 0.188 0.6 -0.4 0.5 0.12
H -0.451 1.663 5.786 0.2 -0.1 -0.1 0.08
H -1.641 0.490 5.258 0.0 0.0 -0.4 0.08
H -1.201 1.907 4.230 -0.2 -0.3 -0.1 0.09
H -0.344 -2.587 3.819 0.0 0.1 -0.3 0.13
H 1.032 -1.862 4.616 -0.1 0.2 -0.1 0.12
H 2.054 -1.556 2.250 0.1 -0.1 0.1 0.10
H 2.171 -3.102 3.141 0.2 0.3 0.0 0.12
H -0.226 -3.321 1.769 0.0 0.0 -0.3 0.07
H 1.196 -4.271 1.472 0.1 0.1 -0.1 0.11
H 0.435 -3.156 -0.683 0.0 0.0 0.1 0.11
H 2.023 -2.582 -0.155 -0.1 0.0 -0.2 0.10
H 3.318 0.683 -0.198 -0.2 -0.4 0.3 0.06
H 2.925 -0.846 -0.976 0.2 0.2 0.0 0.09
H 3.244 -0.873 0.736 0.0 0.2 0.1 0.08
H 1.464 2.029 0.208 -0.1 0.0 0.0 0.12
H -0.979 2.408 0.533 0.2 0.0 0.0 0.13
H -3.373 -4.701 0.897 0.0 0.0 0.1 0.08
H -1.908 -4.364 1.768 -0.1 0.0 0.0 0.07
H -3.253 -5.083 2.614 -0.1 0.1 -0.1 0.07
H -4.288 -4.624 4.069 -0.1 0.1 -0.1 0.11
H -5.320 -3.479 4.911 -0.2 -0.2 -0.1 0.07
H -5.278 -1.086 5.711 0.1 -0.1 -0.4 -0.10
H -3.985 1.751 2.724 -0.2 0.1 -0.2 0.12
H -5.245 1.166 3.797 0.0 0.2 -0.2 0.06
H -5.801 1.000 0.855 -0.4 0.1 0.0 0.08
H -5.455 3.550 2.450 -0.2 0.1 -0.1 0.08
H -4.970 3.219 0.795 -0.2 0.0 -0.1 0.07
H -6.706 3.541 1.190 0.2 0.0 -0.2 0.06
C 4.204 2.409 -4.033 -0.1 -0.2 0.0 -0.06
C 2.960 2.480 -3.163 0.5 0.6 0.0 -0.47
C 2.434 3.902 -3.060 -0.2 0.1 0.0 -0.05
O 3.259 1.986 -1.855 -0.1 0.0 -0.1 -0.08
H 5.008 3.018 -3.609 -0.1 0.1 0.0 0.08
H 4.576 1.388 -4.091 0.0 0.0 -0.1 0.06
H 3.997 2.763 -5.045 0.0 0.0 0.0 0.08
H 2.185 1.832 -3.576 0.0 -0.1 0.2 0.14
H 3.180 4.559 -2.603 0.1 -0.1 -0.1 0.07
H 1.546 3.938 -2.425 0.0 0.0 -0.1 0.07
H 2.175 4.298 -4.043 0.0 0.0 0.0 0.08
H 3.945 2.553 -1.475 0.0 0.2 0.0 0.07
C 8.643 0.294 -3.208 -0.1 0.1 0.2 -0.06
C 7.407 -0.436 -3.711 0.5 0.0 -0.4 -0.49
C 7.777 -1.741 -4.398 -0.2 -0.1 0.0 -0.06
O 6.689 0.400 -4.618 -0.2 -0.1 0.2 -0.06
H 9.306 0.548 -4.041 0.0 -0.1 0.0 0.08
H 8.363 1.231 -2.725 0.0 0.0 0.0 0.08
H 9.200 -0.314 -2.494 0.0 0.0 0.0 0.08
H 6.736 -0.640 -2.875 -0.1 0.1 -0.1 0.14
H 8.413 -1.552 -5.268 0.1 0.0 0.1 0.08
H 6.883 -2.250 -4.760 0.0 0.0 0.1 0.08
H 8.309 -2.410 -3.719 0.0 0.0 0.0 0.08
H 7.265 0.591 -5.365 0.0 0.0 0.0 0.09
C -1.717 4.646 -3.261 0.1 0.0 0.2 -0.06
C -1.017 5.160 -4.510 -0.6 -0.3 -0.1 -0.50
C -1.980 5.911 -5.418 0.1 0.2 -0.1 -0.07
O -0.445 4.063 -5.222 0.4 0.1 0.0 -0.06
H -2.517 3.949 -3.526 -0.1 0.1 0.0 0.08
H -1.016 4.102 -2.626 0.0 0.0 0.0 0.06
H -2.149 5.465 -2.683 0.0 0.0 0.0 0.08
H -0.194 5.818 -4.224 0.1 -0.1 -0.1 0.13
H -2.787 5.253 -5.751 0.0 0.0 0.1 0.08
H -1.465 6.265 -6.312 0.0 0.0 0.0 0.08
H -2.420 6.769 -4.906 0.0 0.0 0.0 0.08
H -1.162 3.475 -5.480 0.0 0.0 0.0 0.09
C -4.680 -7.011 -0.788 0.1 0.2 0.0 -0.06
C -3.378 -7.697 -0.402 -0.6 -0.3 0.2 -0.49
C -3.474 -9.204 -0.582 0.2 -0.1 0.0 -0.07
O -3.055 -7.394 0.956 0.3 0.1 -0.1 -0.06
H -5.501 -7.358 -0.154 0.0 -0.1 0.0 0.08
H -4.603 -5.932 -0.649 0.0 0.0 -0.1 0.07
H -4.938 -7.209 -1.829 0.0 0.0 0.0 0.08
H -2.563 -7.306 -1.013 0.1 0.1 0.2 0.14
H -4.257 -9.619 0.058 -0.1 0.1 -0.1 0.08
H -2.537 -9.684 -0.296 0.0 0.0 0.0 0.08
H -3.698 -9.466 -1.618 0.0 0.0 0.0 0.08
H -3.766 -7.733 1.511 0.0 0.0 0.0 0.09
C 5.483 6.703 0.349 0.0 0.1 -0.2 -0.06
C 4.379 5.657 0.326 0.3 0.0 0.5 -0.50
C 3.753 5.483 1.701 -0.2 -0.1 0.0 -0.06
O 4.909 4.408 -0.124 -0.2 -0.2 -0.4 -0.07
H 6.284 6.403 1.031 -0.1 0.0 0.1 0.08
H 5.928 6.811 -0.641 -0.1 0.0 0.0 0.08
H 5.101 7.673 0.669 0.0 0.0 0.0 0.08
H 3.612 5.949 -0.392 0.0 -0.2 -0.1 0.13
H 4.500 5.144 2.425 0.1 0.1 0.0 0.08
H 2.969 4.724 1.671 0.0 0.0 0.0 0.08
H 3.321 6.418 2.060 0.0 0.0 0.0 0.08
H 5.590 4.132 0.499 0.0 0.0 0.0 0.09
```
Forces are in eV/Å.

As for the HOMO-LUMO gap: 8.6 eV. The value obtained for the energy relative to the best compared isomer or geometry (same formula, charge and spin) is 11.2 kcal per mole. As for the SMILES: CC(=O)OCCCCc1c(C)ccc2c1C(=O)c1c(C)c(CON=O)c(S)c(C[C@H](C)Br)c1C2=O.CC(C)O.CC(C)O.CC(C)O.CC(C)O.CC(C)O.

# 2
C54H41AgF15GeN3P2S2Te2 as an isolated structure. Source: OMol25; level of theory: the ωB97M-V functional and the def2-TZVPD basis.

The geometry in XYZ format:
```
121
Properties=species:S:1:pos:R:3:forces:R:3:lowdin_charge:R:1
Ag -0.781 -0.812 0.936 0.0 0.4 0.5 -0.06
C 2.876 3.698 0.758 0.0 0.1 0.0 -0.32
N 4.131 3.081 0.353 0.0 0.0 0.0 -0.15
C 4.154 1.905 -0.486 0.0 0.0 -0.1 -0.30
P 3.231 0.381 0.172 0.1 0.0 0.0 1.06
C 3.736 0.491 1.921 0.0 0.0 0.0 -0.39
C 2.709 0.387 2.855 0.0 0.0 0.0 -0.13
C 2.979 0.542 4.211 0.0 0.0 0.0 -0.08
C 4.270 0.807 4.635 0.0 0.0 0.0 -0.10
C 5.300 0.934 3.704 0.0 0.0 0.0 -0.10
C 5.033 0.780 2.355 0.0 0.0 0.0 -0.12
C 4.428 -0.811 -0.567 0.0 0.0 0.0 -0.39
C 5.345 -1.585 0.139 0.0 0.0 0.0 -0.10
C 6.190 -2.468 -0.523 0.0 0.0 0.0 -0.10
C 6.132 -2.595 -1.902 0.0 0.0 0.0 -0.11
C 5.215 -1.836 -2.619 0.0 0.0 0.0 -0.10
C 4.369 -0.960 -1.956 0.0 0.0 0.0 -0.11
C 5.296 3.736 0.696 0.0 0.0 0.0 -0.22
C 6.574 3.346 0.238 0.0 0.0 0.0 -0.05
C 7.720 4.015 0.631 0.0 0.0 0.0 -0.12
C 7.669 5.108 1.484 0.0 0.0 0.0 -0.14
C 6.421 5.519 1.927 0.0 0.0 0.0 -0.11
C 5.263 4.864 1.545 0.0 0.0 0.0 -0.03
P 1.259 2.785 0.464 0.2 0.0 0.0 1.05
C 1.217 2.818 -1.375 0.0 0.0 0.0 -0.42
C 1.678 3.853 -2.186 0.0 -0.1 0.0 -0.11
C 1.691 3.720 -3.567 0.0 0.0 0.0 -0.09
C 1.258 2.539 -4.156 0.0 0.0 0.0 -0.11
C 0.798 1.499 -3.359 0.1 0.0 0.0 -0.12
C 0.770 1.643 -1.978 0.0 0.0 0.0 -0.16
C 0.269 4.254 0.949 -0.1 -0.1 0.1 -0.38
C -0.343 5.132 0.065 0.1 0.0 -0.1 -0.14
C -1.079 6.209 0.538 0.0 0.0 0.0 -0.10
C -1.204 6.423 1.903 0.0 0.0 0.0 -0.11
C -0.618 5.533 2.795 0.0 0.0 -0.1 -0.09
C 0.099 4.445 2.321 0.0 0.0 0.0 -0.13
H 2.816 4.711 0.338 0.0 0.0 0.0 0.09
H 2.865 3.813 1.848 0.0 0.0 0.0 0.08
H 5.182 1.591 -0.610 0.0 0.0 0.0 0.05
H 3.763 2.115 -1.489 0.0 0.0 0.0 0.08
H 1.676 0.225 2.543 0.0 0.0 0.0 -0.04
H 2.154 0.470 4.910 0.0 0.0 0.0 0.09
H 4.481 0.935 5.691 0.0 0.0 0.0 0.09
H 6.307 1.169 4.031 0.0 0.0 0.0 0.09
H 5.836 0.904 1.636 0.0 0.0 0.0 0.10
H 5.399 -1.501 1.216 0.0 0.0 0.0 0.10
H 6.889 -3.067 0.048 0.0 0.0 0.0 0.10
H 6.788 -3.287 -2.416 0.0 0.0 0.0 0.09
H 5.148 -1.937 -3.696 0.0 0.0 0.0 0.10
H 3.636 -0.391 -2.522 0.0 0.0 0.0 0.10
H 6.695 2.517 -0.441 0.0 0.0 0.0 0.09
H 8.674 3.668 0.251 0.0 0.0 0.0 0.09
H 8.571 5.623 1.788 0.0 0.0 0.0 0.08
H 6.335 6.371 2.591 0.0 0.0 0.0 0.10
H 4.324 5.230 1.928 0.0 0.0 0.0 0.09
H 2.033 4.773 -1.736 0.0 0.0 0.0 0.10
H 2.047 4.537 -4.185 0.0 0.0 0.0 0.09
H 1.283 2.429 -5.234 0.0 0.0 0.0 0.09
H 0.462 0.571 -3.809 0.0 0.0 0.0 0.10
H 0.408 0.837 -1.347 0.0 0.0 0.0 0.07
H -0.277 4.958 -1.000 0.0 0.0 0.0 0.05
H -1.573 6.868 -0.166 0.0 0.0 0.0 0.09
H -1.788 7.259 2.271 0.0 0.0 0.0 0.09
H -0.757 5.657 3.862 0.0 0.0 0.0 0.10
H 0.468 3.696 3.014 0.0 0.0 0.0 0.06
C -4.631 0.101 -3.014 0.0 -0.1 0.0 -0.12
N -4.077 1.208 -2.267 0.0 0.0 0.0 -0.06
C -2.993 1.912 -2.635 0.0 -0.2 0.1 -0.93
N -2.476 1.624 -3.875 -0.1 0.0 0.0 0.09
S -2.328 3.069 -1.644 -0.1 0.3 -0.1 0.65
H -5.563 -0.205 -2.542 0.0 0.0 0.0 0.08
H -3.963 -0.769 -3.016 0.0 0.0 0.0 0.03
H -4.854 0.407 -4.038 0.0 0.0 0.0 0.08
H -4.290 1.275 -1.283 0.0 0.0 0.0 0.09
H -2.551 0.666 -4.184 0.0 0.0 0.0 0.08
H -1.566 2.039 -4.008 0.0 0.0 0.0 0.05
F -6.552 -2.840 -2.499 0.0 0.0 -0.1 0.08
C -5.580 -3.730 -2.775 0.0 0.0 0.1 -0.22
C -4.575 -3.983 -1.861 0.0 0.0 -0.1 -0.13
C -3.605 -4.889 -2.264 0.0 0.0 0.1 -0.25
F -2.580 -5.170 -1.452 0.0 0.0 -0.1 0.07
C -3.637 -5.529 -3.488 0.0 0.0 0.0 -0.14
F -2.687 -6.406 -3.838 0.0 0.0 0.0 0.11
C -4.668 -5.254 -4.370 0.0 0.0 0.0 -0.14
F -4.719 -5.866 -5.560 0.0 0.0 0.0 0.11
C -5.647 -4.349 -4.012 0.0 0.0 0.0 -0.14
F -6.648 -4.081 -4.866 0.0 0.0 0.0 0.10
Ge -4.210 -2.901 -0.222 0.0 0.0 0.0 0.60
S -2.576 -1.675 -0.738 -0.2 -0.1 -0.3 0.10
C -4.093 -4.136 1.332 0.0 0.0 0.0 -0.12
C -4.194 -5.514 1.326 0.0 0.0 0.0 -0.22
F -4.430 -6.187 0.186 0.0 0.0 0.1 0.09
C -4.084 -6.268 2.480 0.0 0.0 0.0 -0.14
F -4.180 -7.606 2.441 0.0 0.0 0.0 0.10
C -3.897 -5.631 3.694 0.0 0.0 0.0 -0.13
F -3.810 -6.353 4.817 0.0 0.0 0.0 0.11
C -3.826 -4.250 3.749 0.0 0.0 0.0 -0.14
F -3.674 -3.646 4.926 0.0 0.0 0.0 0.13
C -3.928 -3.530 2.570 0.0 0.1 -0.1 -0.24
F -3.882 -2.203 2.638 0.0 0.0 0.1 0.08
C -5.932 -2.032 0.282 -0.1 0.0 0.0 -0.12
C -6.056 -0.699 0.636 0.1 0.0 0.0 -0.23
F -4.999 0.105 0.642 0.0 0.1 -0.1 0.09
C -7.275 -0.144 1.004 0.0 0.0 0.0 -0.14
F -7.374 1.147 1.327 0.0 0.0 0.0 0.12
C -8.404 -0.942 1.037 0.0 0.0 0.0 -0.14
F -9.585 -0.423 1.392 0.0 0.0 0.0 0.11
C -8.310 -2.284 0.711 0.0 0.0 0.0 -0.14
F -9.405 -3.059 0.753 0.0 0.0 0.0 0.10
C -7.082 -2.797 0.347 0.0 0.0 0.0 -0.23
F -7.026 -4.108 0.041 0.0 0.0 0.0 0.09
Te -1.173 0.748 3.014 0.1 -0.1 0.0 -0.54
C 2.461 -3.726 0.165 0.0 0.0 0.1 -0.47
Te 0.492 -3.029 -0.319 0.1 -0.1 -0.2 1.04
C -0.307 -4.055 1.365 0.1 -0.1 0.0 -0.45
H 2.839 -3.206 1.042 0.0 0.0 0.0 0.00
H 3.126 -3.550 -0.678 0.0 0.0 0.0 -0.02
H 2.388 -4.794 0.361 0.1 0.0 0.0 -0.01
H -0.308 -5.126 1.171 0.0 0.0 0.1 0.00
H -1.309 -3.683 1.541 -0.1 0.0 0.0 -0.04
H 0.315 -3.799 2.220 0.0 0.0 0.0 0.01
```
Forces are in eV/Å.

As for the HOMO-LUMO gap: 3.7 eV. The net charge is -2. The value obtained for the energy relative to the best compared isomer or geometry (same formula, charge and spin) is 12.5 kcal per mole.

# 3
A 3-piece molecular cluster, C7H17NO2 overall at a distorted geometry. Source: OMol25; level of theory: the ωB97M-V functional and the def2-TZVPD basis.

The geometry in XYZ format:
```
27
Properties=species:S:1:pos:R:3:forces:R:3:lowdin_charge:R:1
C 1.553 -2.043 1.009 0.0 -0.7 -1.4 0.04
C 0.409 -1.801 0.370 1.0 -0.2 2.4 -0.16
C -0.891 -1.677 1.043 -0.4 -0.1 -0.1 -0.35
C -1.206 -2.046 2.294 0.0 -0.3 0.3 0.06
C -1.897 -1.140 0.070 -2.3 -1.2 1.0 -0.21
C -1.421 0.089 -0.646 -1.0 1.7 -0.7 -0.20
C -0.727 1.153 0.245 2.1 -0.8 -0.5 -0.25
N -0.907 2.533 -0.195 0.6 0.3 -0.3 -0.03
H 1.639 -2.210 2.066 0.1 0.1 0.3 0.05
H 2.370 -2.271 0.321 0.3 0.4 0.7 0.06
H 0.511 -1.655 -0.672 -0.4 0.0 -1.0 0.09
H -2.246 -2.028 2.657 0.5 0.3 -0.3 0.06
H -0.503 -2.468 3.037 -0.2 0.3 -0.8 0.07
H -2.894 -1.007 0.561 0.9 0.6 0.1 0.12
H -2.232 -1.978 -0.572 0.8 0.4 -0.5 0.13
H -2.291 0.640 -1.046 -0.1 -0.5 0.0 0.11
H -0.848 -0.165 -1.556 0.2 0.3 0.6 0.12
H -0.880 1.083 1.325 -0.6 -0.5 -0.1 0.12
H 0.377 0.939 0.108 -0.9 0.2 0.5 0.11
H -0.539 3.185 0.496 -0.6 -0.1 -0.3 0.10
H -1.783 2.828 -0.601 -0.1 -0.2 0.4 0.08
O 2.704 0.342 -1.504 1.2 -1.5 0.1 -0.08
H 2.269 1.176 -1.384 -0.3 1.2 -0.1 -0.05
H 3.632 0.464 -1.235 -0.7 0.0 -0.2 0.05
O 1.482 2.745 -1.606 -0.9 0.1 -1.4 -0.09
H 0.662 2.665 -1.086 -0.3 0.2 0.7 -0.03
H 1.007 2.760 -2.471 1.1 0.0 0.4 0.08
```
Forces are in eV/Å.

As for the HOMO-LUMO gap: 9.4 eV. The value obtained for the energy relative to the best compared isomer or geometry (same formula, charge and spin) is 61.0 kcal per mole. As for the SMILES: C=CC(=C)CCCN.O.O.

# 4
A 11-piece molecular cluster, C5H31NO12 overall at a distorted geometry. Source: OMol25; level of theory: the ωB97M-V functional and the def2-TZVPD basis.

The geometry in XYZ format:
```
49
Properties=species:S:1:pos:R:3:forces:R:3:lowdin_charge:R:1
C -1.884 -2.056 2.206 1.6 3.3 2.9 -0.05
C -1.216 -0.684 1.715 2.5 -3.4 -0.1 -0.18
N -0.578 -0.904 0.371 -0.6 -0.5 0.3 0.08
C 0.001 0.099 -0.313 -1.2 1.6 0.3 -0.48
O -0.324 1.306 -0.190 0.1 -2.8 1.0 -0.04
C 1.015 -0.202 -1.299 6.9 -1.4 -2.0 -0.09
C 2.042 0.989 -1.537 -0.5 2.2 1.7 -0.20
O 1.600 2.134 -2.371 -2.9 -1.8 -1.7 -0.16
H -1.136 -2.822 2.551 -0.8 0.9 -0.4 0.07
H -2.462 -1.577 3.116 0.7 -1.8 -1.6 0.12
H -2.492 -2.409 1.440 -1.3 -0.8 -0.9 0.01
H -0.268 -0.428 2.327 -2.8 -0.4 -0.4 0.12
H -1.995 0.032 1.619 -0.1 1.0 0.3 0.09
H -0.260 -1.870 0.265 0.3 0.7 -0.3 0.12
H 0.755 -0.455 -2.313 -1.0 -0.2 0.1 0.09
H 1.887 -1.080 -1.038 -3.2 2.0 -0.2 0.16
H 2.060 1.481 -0.538 0.2 -0.3 -0.8 0.05
H 3.160 0.808 -1.752 -2.0 -0.5 -0.4 0.14
H 0.605 1.992 -2.809 4.0 0.0 1.8 0.18
O 0.333 -2.503 -2.538 -3.0 -3.8 0.1 -0.13
H -0.408 -2.523 -3.228 1.5 0.3 1.0 0.09
H 0.080 -3.411 -2.069 1.2 2.6 -1.4 0.11
O 1.261 3.079 0.990 3.2 0.4 1.7 -0.01
H 0.435 2.834 0.686 -2.7 -0.8 -1.3 -0.03
H 1.499 3.952 0.712 -0.1 0.6 -0.3 0.07
O 2.545 0.301 1.478 0.6 2.6 -0.9 -0.11
H 1.571 0.190 1.599 1.3 0.8 -0.5 0.03
H 2.813 1.189 0.949 -1.8 -3.0 2.2 0.12
O -3.178 0.241 -1.505 0.2 -1.4 -1.6 -0.02
H -3.661 0.926 -1.088 -0.3 0.8 1.1 0.00
H -2.477 -0.111 -0.960 0.1 0.4 0.6 0.00
O -2.627 -3.408 -0.722 -0.7 -1.7 0.5 -0.01
H -1.891 -2.978 -1.077 2.2 0.8 -1.0 -0.04
H -3.178 -2.660 -0.607 -1.5 1.0 0.3 0.02
O -0.111 1.396 2.719 1.6 -0.3 0.5 -0.06
H -0.694 2.115 2.834 -1.1 1.4 0.2 0.04
H 0.762 1.793 2.617 0.0 0.4 0.1 0.03
O 3.453 -1.954 0.472 2.7 3.6 0.6 -0.17
H 3.810 -1.273 1.216 -1.7 -2.5 -2.0 0.10
H 3.796 -1.364 -0.290 -0.9 -1.7 1.3 0.06
O 1.010 -3.882 1.720 -4.0 -5.0 -0.3 0.00
H 0.674 -4.181 0.838 0.7 0.5 1.2 0.07
H 1.510 -3.164 1.619 3.4 4.5 -1.0 -0.07
O -0.684 3.134 -1.625 0.0 1.1 -2.4 -0.07
H 0.275 3.134 -1.584 0.3 0.0 0.2 0.00
H -1.008 3.395 -0.789 -0.7 0.5 1.3 -0.02
O -2.577 2.768 0.222 -1.6 0.3 -2.3 -0.12
H -3.102 3.005 -0.647 1.8 -0.7 2.6 0.11
H -1.978 2.019 -0.020 -0.3 0.5 0.1 -0.01
```
Forces are in eV/Å.

As for the HOMO-LUMO gap: 9.7 eV. The value obtained for the energy relative to the best compared isomer or geometry (same formula, charge and spin) is 183.9 kcal per mole. As for the SMILES: CCNC(=O)CCO.O.O.O.O.O.O.O.O.O.O.